[1]
{"formula": "C6H12NS", "method": "ωB97M-V/def2-TZVPD", "elements": ["S", "N", "C", "C", "C", "C", "C", "C", "H", "H", "H", "H", "H", "H", "H", "H", "H", "H", "H", "H"], "xyz": [[1.377, 2.411, -0.352], [-0.331, 0.466, 0.061], [-2.341, -0.829, 0.120], [0.668, 1.129, -1.265], [1.740, 1.388, 1.116], [0.577, 0.376, 1.212], [-0.335, -1.847, -0.963], [-1.064, -0.759, -0.262], [-3.007, -1.548, -0.124], [-0.835, 1.280, 0.340], [-0.108, 0.393, 2.225], [1.276, 0.327, -1.497], [-2.797, -0.033, 0.803], [1.653, 2.059, 1.897], [2.748, 1.006, 0.766], [0.128, -2.583, -0.249], [0.560, -1.707, -1.647], [0.005, 1.358, -2.017], [1.197, -0.547, 1.294], [-1.111, -2.341, -1.459]], "smiles": "C=C(C)[N@H+]1CCSC1", "relative_energy_kj_mol": 257.1, "homo_energy_ev": -13.48, "orbital_gap_ev": 10.20, "charge": 1}

---

[2]
{"formula": "C14H15F6N7O4PRhS2", "method": "ωB97M-V/def2-TZVPD", "elements": ["Rh", "S", "S", "P", "F", "F", "F", "F", "F", "F", "O", "O", "O", "O", "N", "N", "N", "N", "N", "N", "N", "C", "C", "C", "C", "C", "C", "C", "C", "C", "C", "C", "C", "C", "C", "H", "H", "H", "H", "H", "H", "H", "H", "H", "H", "H", "H", "H", "H", "H"], "xyz": [[0.398, -1.703, -0.134], [-2.424, -3.559, -0.148], [-2.725, -0.883, 0.160], [1.475, 1.563, -0.078], [-3.910, -3.415, 2.076], [-5.055, 0.424, -0.491], [-2.753, -5.230, 1.900], [-1.771, -3.366, 2.367], [-3.299, 1.606, -0.027], [-3.420, 0.563, -1.896], [-2.806, -4.639, -0.955], [-1.436, -0.452, -0.406], [-0.968, -3.276, -0.102], [-2.762, -0.794, 1.577], [2.517, -1.079, -0.032], [-3.211, -2.228, -0.467], [0.724, -0.459, -1.897], [-0.271, 1.469, 2.206], [0.040, 1.522, -2.555], [4.096, 0.452, -0.043], [0.567, -0.479, 1.641], [4.749, 1.734, -0.069], [-2.767, -3.937, 1.687], [2.759, 0.240, -0.034], [-3.761, 0.495, -0.618], [-0.310, 0.631, -3.511], [-0.627, 0.578, 3.161], [0.108, -0.610, -3.084], [-0.723, 2.830, 2.147], [0.659, 0.839, -1.568], [-0.296, 2.921, -2.555], [0.458, 0.809, 1.275], [-0.109, -0.644, 2.791], [4.703, -0.756, -0.039], [3.707, -1.709, -0.033], [0.584, 3.538, -2.376], [4.484, 2.281, -0.976], [-0.816, 0.914, -4.414], [3.791, -2.779, -0.029], [-0.733, 3.267, 3.145], [-1.196, 0.844, 4.029], [-1.740, 2.863, 1.747], [-0.718, 3.190, -3.522], [-1.037, 3.126, -1.781], [0.015, -1.565, -3.565], [-0.175, -1.591, 3.293], [5.769, -0.887, -0.044], [-0.068, 3.412, 1.500], [5.829, 1.596, -0.051], [4.454, 2.328, 0.798]], "multiplicity": 5, "s2": 6.009, "homo_energy_ev": [-15.40, -15.37], "orbital_gap_ev": [9.34, 5.15], "charge": 2}